# 1
{
  "formula": "C26H19Br4Cl2HgN2O5S",
  "method": "the ωB97M-V functional and the def2-TZVPD basis",
  "multiplicity": 2,
  "e_homo_ev": [0.33, -1.73],
  "molar_mass_g_mol": 1062.63,
  "s2": 0.7837,
  "relative_energy_ev": 0.0294,
  "charge": -2,
  "homo_lumo_gap_ev": [3.7, 5.8],
  "symbols": ["Hg", "N", "C", "C", "C", "C", "C", "C", "C", "C", "N", "C", "H", "H", "H", "H", "H", "H", "H", "H", "Br", "C", "C", "Br", "C", "Br", "C", "O", "C", "O", "C", "Br", "Cl", "C", "C", "C", "Cl", "C", "O", "C", "C", "O", "C", "H", "H", "H", "O", "S", "C", "C", "C", "C", "H", "H", "H", "H", "H", "H", "H", "H"],
  "xyz": [[-0.24450, -0.35613, 0.04642], [-0.32123, 2.43365, 1.63715], [-1.13549, 3.21707, 0.88292], [-1.89029, 4.23390, 1.43663], [-2.72206, 5.04641, 0.64721], [-2.81824, 4.86845, -0.70302], [-2.08685, 3.81642, -1.30830], [-2.15153, 3.54416, -2.69665], [-1.45162, 2.50235, -3.22505], [-0.67680, 1.69899, -2.35947], [-0.59476, 1.92994, -1.07540], [-1.26906, 2.97502, -0.53034], [-0.20006, 2.66014, 2.60742], [0.41627, 1.87020, 1.24119], [-1.83471, 4.39996, 2.50606], [-3.28872, 5.83521, 1.12909], [-3.44284, 5.50534, -1.31719], [-2.77473, 4.17337, -3.32315], [-1.49530, 2.26170, -4.27859], [-0.14178, 0.82952, -2.72535], [1.20973, -4.04570, 6.11337], [1.28730, -2.79970, 4.68200], [2.24067, -1.80836, 4.66827], [3.53993, -1.67398, 6.04777], [2.25093, -0.89092, 3.59894], [3.52694, 0.52050, 3.52374], [1.34247, -0.93204, 2.54652], [1.37353, -0.06108, 1.58604], [0.35013, -2.00804, 2.53623], [-0.47955, -2.10456, 1.56858], [0.35879, -2.88555, 3.62980], [-0.97304, -4.23501, 3.59030], [-5.80137, -3.57439, -4.14346], [-4.28817, -2.95782, -3.46053], [-3.09698, -3.31823, -4.06416], [-1.92028, -2.81551, -3.47650], [-0.41029, -3.31727, -4.24187], [-1.85325, -1.99239, -2.35249], [-0.71659, -1.61461, -1.85606], [-3.14325, -1.59848, -1.77794], [-3.32855, -0.72180, -0.69685], [-2.50310, -0.00815, -0.02722], [-4.33317, -2.13880, -2.36243], [-3.05873, -3.95731, -4.93203], [-4.38397, -0.61331, -0.39968], [-5.28851, -1.87416, -1.92656], [1.83251, -0.23381, -1.48339], [1.93573, -1.40147, -2.43916], [3.73499, -1.66197, -2.55961], [4.13197, -2.48539, -1.34214], [3.08029, -3.58995, -1.28549], [1.73103, -2.88935, -1.40140], [4.17707, -0.66867, -2.61220], [3.92360, -2.20070, -3.49212], [4.05950, -1.86009, -0.44930], [5.15126, -2.87287, -1.40941], [3.13610, -4.17917, -0.36916], [3.22236, -4.27153, -2.13043], [1.40053, -2.47303, -0.44798], [0.92510, -3.48631, -1.81632]],
  "forces_ev_per_a": [[-0.5, -0.5, 0.0], [0.1, 0.1, 0.0], [0.0, -0.1, -0.1], [0.0, 0.0, 0.0], [0.0, 0.0, 0.0], [0.0, 0.0, 0.0], [-0.1, 0.0, -0.1], [0.0, 0.0, 0.0], [0.0, 0.0, 0.1], [-0.1, 0.0, 0.0], [0.2, 0.1, 0.1], [0.1, -0.1, 0.0], [0.0, 0.0, 0.0], [0.0, -0.1, 0.0], [0.0, 0.0, 0.0], [0.0, 0.0, 0.0], [0.0, 0.0, 0.0], [0.0, 0.0, 0.0], [0.0, 0.0, 0.0], [0.0, 0.0, 0.0], [0.0, 0.0, 0.0], [-0.1, -0.1, 0.0], [0.1, 0.1, 0.0], [0.0, 0.0, 0.0], [0.0, 0.0, 0.0], [0.0, 0.0, 0.0], [0.1, -0.1, 0.1], [-0.2, 0.1, -0.3], [0.0, 0.1, 0.1], [0.2, 0.0, 0.0], [0.0, 0.0, 0.0], [0.0, 0.0, 0.0], [0.0, 0.0, 0.0], [-0.1, 0.0, 0.0], [0.1, 0.0, 0.0], [0.0, -0.1, -0.1], [0.0, 0.0, 0.0], [-0.2, 0.1, 0.1], [0.1, 0.3, 0.0], [0.0, -0.1, -0.1], [0.0, 0.0, 0.0], [0.2, 0.1, 0.1], [0.0, 0.0, 0.0], [0.0, 0.0, 0.0], [0.0, 0.0, 0.0], [0.0, 0.0, 0.0], [-0.1, 0.0, -0.2], [0.0, 0.1, 0.2], [0.1, -0.1, 0.1], [0.0, 0.0, 0.0], [0.0, 0.0, 0.0], [0.1, -0.1, -0.1], [0.0, 0.0, 0.0], [0.0, 0.0, 0.0], [0.0, 0.0, 0.0], [0.0, 0.0, 0.0], [0.0, 0.0, 0.0], [0.0, 0.0, 0.0], [0.0, -0.1, 0.0], [0.0, 0.0, 0.0]],
  "lowdin_charge": [1.227, 0.143, -0.250, -0.050, -0.115, -0.080, -0.164, -0.026, -0.040, -0.118, 0.083, -0.155, 0.103, 0.055, 0.099, 0.092, 0.094, 0.107, 0.101, 0.090, 0.619, -0.785, -0.789, 0.612, -0.651, 0.673, -0.444, -0.248, -0.466, -0.181, -0.655, 0.694, 0.537, -0.710, -0.208, -0.579, 0.610, -0.397, -0.261, -0.153, -0.275, -0.204, -0.120, 0.070, 0.097, 0.088, -0.588, 0.913, -0.336, -0.245, -0.230, -0.314, 0.083, 0.081, 0.117, 0.102, 0.113, 0.106, 0.073, 0.055]
}

***

# 2
{
  "formula": "C5H14O3",
  "method": "the ωB97M-V functional and the def2-TZVPD basis",
  "e_homo_ev": -9.54,
  "molar_mass_g_mol": 122.16,
  "relative_energy_ev": 0.4289,
  "homo_lumo_gap_ev": 10.2,
  "symbols": ["O", "C", "C", "C", "C", "C", "H", "H", "H", "H", "H", "H", "H", "H", "H", "H", "H", "H", "O", "H", "H", "O"],
  "xyz": [[1.54203, 0.39634, 2.05700], [0.70373, 0.12541, 1.23345], [-0.36700, 1.11474, 0.78761], [0.09664, 1.55069, -0.61353], [-0.11986, 0.37831, -1.58664], [-0.74690, 2.78429, -1.01917], [0.95494, -0.72139, 0.53280], [-1.34599, 0.62349, 0.90191], [-0.30663, 1.87533, 1.55672], [1.15036, 1.85801, -0.53630], [0.73240, -0.29513, -1.54496], [-0.14040, 0.60407, -2.62731], [-0.93587, -0.27617, -1.32745], [-0.44608, 3.65069, -0.42946], [-0.63006, 3.08214, -2.05069], [-1.83346, 2.69781, -0.86814], [1.53786, -2.30205, -3.26100], [0.83288, -3.52696, -2.71312], [0.86892, -2.96134, -3.49255], [-1.06460, -1.66045, 3.60127], [-1.94060, -2.88733, 3.64609], [-1.62810, -2.20080, 3.03136]],
  "forces_ev_per_a": [[-0.4, -0.2, 0.6], [1.2, 0.4, -1.2], [0.9, -1.4, 1.2], [-2.0, 0.4, -0.3], [1.4, -0.5, 0.6], [0.0, 0.3, 0.3], [-0.8, 0.0, 0.6], [0.1, 0.3, -0.8], [-0.1, 0.6, -0.2], [-0.3, -0.2, -0.2], [0.3, -0.2, 0.2], [-0.4, 0.7, -0.8], [-0.7, 0.2, 0.1], [0.1, 0.0, 0.1], [0.3, -0.1, -0.4], [0.3, -0.5, 0.1], [-0.2, -0.1, -0.2], [-0.1, 0.0, -0.1], [0.2, 0.2, 0.3], [0.0, 0.0, -0.2], [0.1, 0.3, -0.5], [0.0, -0.3, 0.7]],
  "lowdin_charge": [0.041, -0.278, -0.152, -0.391, -0.077, -0.081, 0.125, 0.128, 0.115, 0.143, 0.052, 0.068, 0.085, 0.073, 0.065, 0.085, 0.029, 0.033, -0.064, 0.033, 0.042, -0.074]
}

***

# 3
{
  "formula": "C21H13AuBrCl2N3O",
  "method": "the ωB97M-V functional and the def2-TZVPD basis",
  "e_homo_ev": -6.75,
  "molar_mass_g_mol": 671.13,
  "homo_lumo_gap_ev": 5.6,
  "symbols": ["Au", "Br", "C", "C", "C", "C", "C", "C", "N", "C", "C", "C", "C", "C", "C", "N", "H", "H", "H", "H", "H", "H", "H", "H", "H", "Cl", "C", "C", "C", "Cl", "C", "C", "C", "C", "N", "C", "C", "O", "H", "H", "H", "H"],
  "xyz": [[0.03083, -0.05774, 0.04332], [7.35798, -1.00786, 1.33697], [5.70651, -0.47639, 0.58574], [5.70165, 0.36706, -0.51507], [4.49376, 0.75880, -1.06306], [3.28943, 0.31454, -0.51733], [3.31959, -0.53119, 0.58375], [4.52366, -0.93143, 1.13988], [2.00719, 0.67016, -1.01705], [1.84196, 1.37687, -2.05194], [0.47951, 1.69059, -2.51536], [0.27323, 2.46459, -3.64749], [-1.02362, 2.72477, -4.05328], [-2.07145, 2.20194, -3.31464], [-1.78023, 1.43772, -2.19437], [-0.53251, 1.18871, -1.80209], [6.63385, 0.71405, -0.93781], [4.50798, 1.41936, -1.91929], [2.37759, -0.88157, 0.99361], [4.53996, -1.59291, 1.99438], [2.66456, 1.77070, -2.64718], [1.12232, 2.85049, -4.19792], [-1.21459, 3.32382, -4.93370], [-3.09973, 2.37717, -3.59835], [-2.56372, 1.00321, -1.58744], [-1.49612, -4.79286, 1.57882], [-1.49580, -3.33388, 2.51595], [-1.95471, -3.38293, 3.83410], [-1.97561, -2.26332, 4.61921], [-2.55526, -2.37433, 6.26134], [-1.53092, -1.02841, 4.10534], [-1.51036, 0.17971, 4.83763], [-1.06196, 1.32630, 4.25044], [-0.62811, 1.28370, 2.91517], [-0.63478, 0.17676, 2.20918], [-1.06947, -0.98402, 2.76503], [-1.03183, -2.15913, 1.91117], [-0.60540, -2.10853, 0.71007], [-2.29718, -4.32771, 4.23482], [-1.85339, 0.17647, 5.86348], [-1.03667, 2.26228, 4.79184], [-0.27005, 2.17579, 2.41614]],
  "forces_ev_per_a": [[-0.2, 0.1, 0.1], [0.0, 0.0, 0.0], [0.0, 0.0, 0.0], [0.0, 0.0, 0.0], [0.0, 0.1, 0.0], [0.1, 0.0, -0.1], [-0.1, 0.0, 0.0], [0.0, 0.0, 0.0], [0.2, -0.1, 0.1], [0.0, 0.0, -0.1], [-0.1, 0.0, 0.0], [0.1, 0.0, 0.0], [0.0, 0.0, 0.0], [0.0, 0.0, 0.0], [0.1, 0.0, 0.0], [0.0, 0.0, -0.1], [0.0, 0.0, 0.0], [0.0, 0.0, 0.0], [0.0, 0.0, 0.0], [0.0, 0.0, 0.0], [0.0, 0.0, 0.0], [0.0, 0.0, 0.0], [0.0, 0.0, 0.0], [0.0, 0.0, 0.0], [0.0, 0.0, 0.0], [0.0, 0.0, 0.0], [0.0, 0.0, 0.1], [0.0, 0.0, 0.0], [0.0, 0.0, 0.0], [0.0, 0.0, 0.0], [0.0, 0.0, -0.1], [0.0, -0.1, 0.0], [0.0, 0.1, 0.0], [0.0, -0.1, 0.0], [0.0, -0.1, 0.1], [0.0, 0.1, 0.0], [0.0, -0.1, -0.1], [0.0, 0.0, 0.1], [0.0, 0.0, 0.0], [0.0, 0.0, 0.0], [0.0, 0.0, 0.0], [0.0, 0.0, 0.0]],
  "lowdin_charge": [0.807, 0.748, -0.692, -0.122, -0.019, -0.248, -0.012, -0.108, 0.025, -0.078, -0.254, -0.014, -0.053, -0.044, -0.105, 0.004, 0.103, 0.101, 0.093, 0.107, 0.119, 0.116, 0.112, 0.110, 0.116, 0.678, -0.598, -0.138, -0.624, 0.660, -0.181, -0.027, -0.057, -0.140, -0.004, -0.144, -0.438, -0.195, 0.103, 0.089, 0.103, 0.102]
}

***

# 4
{
  "formula": "C14H35Cl2N10O20S2",
  "method": "the ωB97M-V functional and the def2-TZVPD basis",
  "e_homo_ev": -6.00,
  "molar_mass_g_mol": 798.52,
  "charge": -1,
  "homo_lumo_gap_ev": 7.2,
  "symbols": ["C", "C", "N", "C", "S", "O", "O", "N", "S", "O", "O", "C", "Cl", "C", "C", "Cl", "H", "H", "H", "H", "H", "H", "H", "H", "H", "H", "H", "C", "N", "O", "O", "H", "H", "H", "C", "N", "O", "O", "H", "H", "H", "C", "N", "O", "O", "H", "H", "H", "C", "N", "O", "O", "H", "H", "H", "C", "N", "O", "O", "H", "H", "H", "C", "N", "O", "O", "H", "H", "H", "C", "N", "O", "O", "H", "H", "H", "C", "N", "O", "O", "H", "H", "H"],
  "xyz": [[5.01799, -3.48593, -0.04833], [3.50628, -3.41628, -0.03747], [2.81246, -2.61979, 0.68768], [2.78902, -4.35450, -0.99212], [2.37126, -5.92808, -0.19604], [3.23507, -5.96056, 0.97829], [2.67463, -6.94040, -1.19832], [0.85028, -5.99826, 0.30137], [-0.29951, -5.17643, -0.40131], [-0.05895, -4.90295, -1.81211], [-1.57464, -5.79346, -0.09088], [-0.35409, -3.53045, 0.41288], [-0.31711, -3.78399, 2.16712], [-1.60761, -2.69806, 0.05530], [-1.85870, -2.57041, -1.43891], [-3.11880, -3.19493, 0.88149], [5.41569, -3.00520, -0.95208], [5.43079, -3.00302, 0.84349], [5.32281, -4.53822, -0.04163], [3.41663, -2.04752, 1.28003], [1.94374, -3.85300, -1.46317], [3.47210, -4.64628, -1.79889], [0.53497, -2.94295, 0.16555], [-1.40341, -1.69132, 0.44289], [-0.93125, -2.31301, -1.96207], [-2.33821, -3.45365, -1.86110], [-2.54479, -1.72952, -1.57305], [-3.28497, 1.12881, -4.03875], [-2.51602, 0.87237, -2.79704], [-3.11339, 0.67908, -1.76006], [-1.30547, 0.86313, -2.89887], [-4.34392, 1.09747, -3.81491], [-2.97845, 2.10445, -4.39891], [-3.00943, 0.34878, -4.74314], [-6.50643, 1.35012, 0.22884], [-6.32414, 0.54779, -1.01170], [-6.31656, 1.14276, -2.07215], [-6.19313, -0.64434, -0.86631], [-6.60824, 2.39212, -0.04991], [-7.39836, 0.97915, 0.72429], [-5.62862, 1.18597, 0.84719], [-0.58966, 1.88440, -0.06665], [0.09254, 0.60935, 0.29035], [-0.20643, 0.07173, 1.34094], [0.90627, 0.18925, -0.49887], [-1.28845, 2.13581, 0.72286], [0.18107, 2.64126, -0.17590], [-1.09927, 1.71497, -1.01400], [0.21334, -6.14709, -5.09661], [-0.21252, -4.86767, -5.72866], [0.39420, -3.85620, -5.45171], [-1.15036, -4.92395, -6.50286], [1.04784, -5.94743, -4.43438], [-0.63388, -6.53395, -4.53939], [0.49219, -6.81685, -5.90499], [0.74294, 2.74609, -5.61791], [-0.05325, 3.31714, -4.50014], [0.53816, 3.72871, -3.52877], [-1.26080, 3.32249, -4.63684], [1.79119, 2.80442, -5.35135], [0.42128, 1.71623, -5.74415], [0.52095, 3.33116, -6.50530], [-1.74067, 1.05007, 4.39901], [-2.19991, 2.17625, 3.54434], [-1.56409, 3.21503, 3.57301], [-3.18238, 1.99241, 2.86120], [-0.85709, 1.36919, 4.93843], [-2.54968, 0.79636, 5.07726], [-1.51834, 0.21809, 3.73451], [0.96465, 5.73582, 4.25030], [1.44486, 5.79705, 5.65701], [1.42226, 6.87248, 6.22394], [1.83583, 4.76144, 6.15311], [0.65592, 6.73088, 3.95380], [1.79052, 5.37760, 3.64267], [0.13511, 5.03376, 4.21850], [4.83296, 6.62691, 6.76944], [6.06938, 6.91624, 5.99276], [5.97401, 7.00238, 4.78604], [7.09650, 7.04931, 6.62488], [4.00716, 6.53725, 6.07787], [4.99555, 5.70023, 7.31089], [4.68058, 7.45193, 7.45815]],
  "forces_ev_per_a": [[-0.2, -0.2, 0.2], [-0.4, 0.5, 0.4], [0.5, -0.6, -0.7], [0.4, 0.7, -0.3], [0.7, -0.8, 0.5], [-0.4, 0.0, -0.4], [-0.4, 0.5, 0.2], [0.4, 0.8, -0.5], [-0.8, -0.8, -0.1], [0.1, 0.2, 0.2], [0.7, 0.3, -0.1], [-0.8, -0.2, 0.2], [0.3, 0.1, 0.2], [0.6, 0.4, -0.3], [-0.3, 0.5, 0.0], [0.0, 0.0, -0.1], [-0.1, -0.1, 0.1], [0.0, 0.0, -0.2], [0.0, 0.2, 0.0], [0.0, -0.1, 0.0], [-0.1, -0.3, 0.2], [-0.2, -0.1, 0.2], [0.0, -0.2, -0.1], [-0.1, -0.4, 0.1], [-0.1, -0.3, 0.0], [0.3, -0.1, 0.0], [0.0, -0.1, 0.0], [-0.3, -0.1, 0.0], [-0.1, -0.1, -0.1], [-0.1, 0.1, 0.1], [0.2, -0.1, -0.2], [0.0, -0.1, 0.2], [0.0, -0.1, 0.0], [0.1, 0.0, 0.0], [0.1, 0.1, 0.0], [0.1, 0.0, 0.2], [0.0, 0.0, -0.1], [0.0, 0.0, -0.2], [0.0, 0.0, 0.0], [0.0, -0.1, 0.0], [0.0, -0.1, 0.0], [-0.2, 0.1, 0.1], [0.0, 0.2, -0.1], [0.0, 0.1, 0.1], [0.0, -0.1, 0.0], [0.0, 0.0, 0.0], [0.0, 0.0, -0.1], [0.3, 0.1, 0.3], [0.2, 0.1, 0.2], [0.0, 0.0, 0.0], [0.0, 0.0, 0.0], [0.0, 0.0, 0.0], [-0.1, 0.1, 0.1], [0.0, 0.0, 0.0], [-0.1, 0.0, 0.0], [0.1, -0.1, 0.0], [0.0, -0.1, 0.1], [0.0, 0.0, 0.0], [0.1, 0.2, -0.1], [0.0, 0.0, 0.0], [0.0, 0.0, 0.0], [-0.1, 0.0, 0.0], [0.2, -0.1, 0.0], [0.0, 0.0, 0.0], [0.0, 0.0, 0.0], [0.0, 0.0, 0.0], [0.0, 0.0, 0.0], [-0.1, 0.0, -0.1], [-0.1, 0.0, 0.0], [-0.1, 0.1, -0.1], [-0.1, 0.0, 0.0], [0.0, 0.0, 0.0], [0.0, 0.0, 0.0], [0.0, 0.0, 0.0], [0.0, -0.1, 0.0], [0.1, -0.1, 0.0], [-0.1, 0.0, 0.0], [0.0, 0.0, 0.0], [0.0, 0.0, 0.0], [0.0, 0.0, 0.0], [0.0, 0.0, 0.0], [0.0, 0.0, 0.0], [0.0, 0.0, 0.0]],
  "lowdin_charge": [-0.047, -0.443, 0.151, -0.199, 0.527, -0.353, -0.362, -0.331, 0.449, -0.363, -0.346, -0.756, 0.614, -0.779, -0.133, 0.594, 0.081, 0.074, 0.080, 0.057, 0.079, 0.099, 0.049, 0.059, 0.087, 0.077, 0.048, 0.063, -0.417, 0.066, 0.044, 0.082, 0.069, 0.111, 0.048, -0.452, 0.038, 0.080, 0.091, 0.097, 0.097, 0.054, -0.426, 0.040, 0.079, 0.078, 0.102, 0.051, 0.047, -0.451, 0.062, 0.037, 0.093, 0.104, 0.094, 0.054, -0.439, 0.079, 0.028, 0.096, 0.105, 0.099, 0.056, -0.446, 0.038, 0.061, 0.096, 0.101, 0.097, 0.056, -0.456, 0.052, 0.061, 0.095, 0.105, 0.081, 0.047, -0.454, 0.064, 0.058, 0.063, 0.105, 0.104]
}